# 1
Entry from the OMol25 dataset: a structure of composition C29H47ClN4Ru at a distorted geometry (ωB97M-V with the def2-TZVPD basis set).

Each line ends with the Löwdin charge.
Atoms and positions in Å:
Ru  0.698  0.459  0.202  0.83
C  3.482  2.995  0.884  -0.15
C  1.514  2.013  0.887  -0.34
N  2.373  2.706  0.122  0.01
H  3.787  2.684  3.042  0.07
N  1.972  1.988  2.151  0.01
H  4.370  3.469  0.496  0.03
C  2.084  -1.035  -0.032  -0.30
C  1.559  -2.298  -0.368  -0.14
C  2.421  -3.410  -0.444  -0.06
C  3.766  -3.286  -0.051  -0.31
C  4.274  -2.015  0.250  -0.08
C  3.452  -0.879  0.247  -0.14
H  0.471  -2.342  -0.523  0.03
H  2.036  -4.374  -0.804  0.10
H  5.339  -1.906  0.482  0.09
H  3.846  0.117  0.464  0.08
C  4.667  -4.490  0.043  -0.10
H  5.702  -4.161  0.181  0.06
H  4.611  -5.100  -0.867  0.07
H  4.415  -5.147  0.887  0.07
C  2.231  2.837  -1.387  -0.55
C  2.811  4.176  -1.796  -0.21
C  2.922  1.672  -2.088  -0.07
H  3.887  4.237  -1.607  0.02
H  2.654  4.314  -2.875  0.07
H  2.293  4.994  -1.284  0.06
H  0.630  2.648  -2.844  0.09
H  0.189  3.598  -1.383  0.08
H  2.320  0.753  -1.972  0.05
C  0.760  2.743  -1.757  -0.11
H  3.943  1.524  -1.713  0.07
H  2.957  1.921  -3.161  0.08
H  0.325  1.792  -1.327  -0.06
C  3.207  2.589  2.151  -0.13
C  2.070  -0.219  3.360  -0.05
H  3.116  -0.141  3.679  0.08
H  1.503  -0.846  4.070  0.09
C  1.379  1.143  3.264  -0.54
H  -0.434  0.136  3.740  0.09
C  1.497  1.904  4.569  -0.09
H  0.953  2.852  4.524  0.08
H  1.995  -0.712  2.375  0.06
H  -0.155  0.217  1.983  -0.01
H  2.537  2.089  4.857  0.06
H  1.041  1.300  5.366  0.08
C  -0.071  0.812  2.947  -0.11
H  -0.728  1.686  2.903  0.08
C  -3.820  -2.402  -2.184  -0.10
N  -2.464  -2.017  -2.198  -0.04
H  -5.011  -3.204  -0.494  0.06
N  -2.852  -2.769  -0.192  -0.02
H  -4.508  -2.307  -3.008  0.08
C  -1.749  -1.153  -3.190  -0.54
C  -1.701  -1.859  -4.550  -0.07
C  -2.460  0.194  -3.239  -0.06
H  -2.699  -2.021  -4.987  0.07
H  -1.100  -1.244  -5.245  0.08
H  -1.181  -2.822  -4.454  0.08
H  0.126  -0.047  -3.253  0.09
H  0.320  -1.697  -2.603  0.08
H  -2.379  0.655  -2.236  0.02
C  -0.356  -0.822  -2.630  -0.10
H  -3.505  0.119  -3.550  0.07
H  -1.929  0.859  -3.934  0.08
H  -0.471  -0.380  -1.618  -0.02
C  -4.075  -2.857  -0.906  -0.12
C  -3.123  -1.502  1.914  -0.10
H  -4.204  -1.373  1.807  0.06
H  -2.883  -1.499  2.986  0.06
C  -2.593  -2.799  1.302  -0.54
H  -0.893  -2.573  2.611  0.08
C  -3.213  -4.056  1.878  -0.28
H  -2.768  -4.944  1.423  0.04
H  -2.581  -0.648  1.465  0.03
H  -0.698  -1.773  1.043  0.02
H  -4.299  -4.093  1.760  0.02
H  -2.983  -4.096  2.953  0.04
C  -1.084  -2.690  1.533  -0.10
H  -0.513  -3.564  1.190  0.08
C  -1.924  -2.296  -1.025  -0.09
Cl  -1.483  1.396  0.043  0.04

## Properties
LUMO energy (spin up / spin down) = 4.336 / 4.190 eV
gap between HOMO and LUMO (spin up / spin down) = 1.73 / 6.86 eV
net charge = -2
⟨S²⟩ = 6.01
relative energy (zero: lowest compared OMol25 entry of this formula, charge and spin) = 75.1 kcal/mol
spin multiplicity = 5
max |F| = 3.50 eV Å⁻¹

# 2
Entry from the OMol25 dataset: a structure of composition C29H48BBr37IN3O5P at a distorted geometry (ωB97M-V with the def2-TZVPD basis set).

Each line ends with the Löwdin charge.
Atoms and positions in Å:
C  8.710  -0.710  0.404  0.01
C  7.610  -0.138  1.243  -0.56
O  7.509  1.049  1.466  0.09
O  6.783  -1.073  1.712  0.00
C  5.369  -0.745  1.794  -0.15
C  4.646  -1.506  0.696  -0.22
C  3.270  -0.960  0.321  -0.26
P  1.625  -1.949  0.607  0.79
C  0.904  -0.784  -0.792  -0.35
C  -0.520  -0.821  -1.314  -0.68
C  -0.593  -0.864  -2.834  -0.16
Br  -1.444  0.907  -0.820  0.64
C  -0.014  -3.044  0.917  -0.37
C  -0.176  -4.328  0.173  -0.65
C  -0.742  -4.284  -1.233  -0.21
I  -1.774  -5.513  1.304  0.69
C  0.806  -0.788  1.958  -0.20
C  1.409  0.437  2.625  -0.41
O  2.751  0.252  3.032  -0.05
C  1.189  1.793  1.893  -0.32
N  2.413  2.402  1.324  0.02
N  2.434  -3.067  1.999  0.02
C  2.673  -2.794  3.144  -0.45
O  2.907  -2.522  4.285  0.05
B  2.438  -3.236  -0.751  -0.53
O  3.041  -4.428  -0.339  0.08
N  2.514  -2.988  -2.241  -0.13
C  1.933  -4.098  -3.006  -0.15
C  3.903  -2.780  -2.654  -0.11
H  8.429  -0.626  -0.641  0.07
H  8.883  -1.756  0.628  0.08
H  9.621  -0.158  0.585  0.08
H  5.026  -1.027  2.778  0.12
H  5.196  0.318  1.688  0.12
H  4.701  -2.559  0.970  0.10
H  5.327  -1.399  -0.154  0.05
H  3.300  -0.956  -0.773  0.02
H  3.203  0.100  0.540  0.07
H  1.535  -0.788  -1.672  0.03
H  1.081  0.219  -0.416  0.02
H  -1.208  -1.551  -0.917  0.05
H  -1.585  -0.619  -3.192  0.06
H  -0.242  -1.824  -3.203  0.06
H  0.085  -0.113  -3.230  0.06
H  -0.933  -2.463  0.947  0.07
H  0.089  -3.337  1.954  0.03
H  0.611  -5.050  0.321  0.05
H  -0.448  -5.178  -1.778  0.06
H  -0.359  -3.441  -1.794  0.04
H  -1.821  -4.272  -1.252  0.04
H  0.325  -1.387  2.728  0.08
H  -0.080  -0.398  1.452  0.05
H  0.847  0.577  3.552  0.08
H  2.957  0.909  3.701  0.07
H  0.418  1.689  1.135  0.00
H  0.790  2.495  2.622  -0.02
H  2.290  2.537  0.330  0.01
H  2.526  3.334  1.698  0.03
H  4.001  -4.404  -0.405  0.09
H  2.572  -4.410  -3.825  0.06
H  1.684  -4.955  -2.388  0.05
H  1.004  -3.769  -3.473  0.04
H  3.928  -2.323  -3.642  0.08
H  4.429  -2.129  -1.962  0.02
H  4.468  -3.716  -2.705  0.09
C  -0.303  -5.938  -5.945  -1.63
Br  0.891  -6.841  -4.744  0.62
Br  -1.612  -4.911  -4.983  0.59
Br  0.660  -4.850  -7.206  0.57
H  -0.832  -6.691  -6.508  -0.03
C  -1.364  4.629  2.490  -1.56
Br  0.030  5.099  1.251  0.63
Br  -1.635  2.737  2.565  0.69
Br  -1.009  5.338  4.242  0.57
H  -2.278  5.081  2.135  -0.03
C  -3.987  5.612  6.771  -1.62
Br  -4.156  6.836  5.297  0.54
Br  -4.048  3.786  6.190  0.58
Br  -2.397  5.959  7.795  0.58
H  -4.831  5.774  7.424  -0.03
C  -0.210  2.749  6.823  -1.66
Br  1.338  2.455  5.738  0.66
Br  -1.376  1.223  6.808  0.57
Br  0.245  3.287  8.612  0.56
H  -0.753  3.570  6.374  -0.13
C  -5.731  -7.586  1.773  -1.63
Br  -4.931  -6.756  3.305  0.55
Br  -6.680  -6.315  0.694  0.55
Br  -4.433  -8.550  0.727  0.56
H  -6.452  -8.308  2.127  -0.06
C  4.309  1.106  -3.442  -1.61
Br  5.594  0.514  -2.147  0.69
Br  2.770  1.908  -2.619  0.64
Br  5.085  2.279  -4.755  0.55
H  3.960  0.227  -3.964  -0.04
C  2.965  5.118  -7.349  -1.64
Br  4.460  5.071  -8.558  0.57
Br  2.192  3.383  -7.103  0.57
Br  3.453  5.899  -5.659  0.58
H  2.213  5.752  -7.793  -0.03
C  -4.669  9.993  2.946  -1.66
Br  -3.706  10.685  4.457  0.57
Br  -5.441  11.395  1.886  0.56
Br  -3.569  8.823  1.889  0.57
H  -5.484  9.399  3.332  -0.04
C  2.853  8.969  -3.202  -1.67
Br  2.799  10.830  -3.683  0.56
Br  4.469  8.530  -2.259  0.57
Br  1.293  8.447  -2.213  0.57
H  2.853  8.403  -4.122  -0.09
C  -10.489  -8.600  1.300  -1.63
Br  -9.741  -7.683  2.812  0.58
Br  -11.470  -7.403  0.161  0.58
Br  -9.130  -9.541  0.322  0.54
H  -11.186  -9.332  1.676  -0.03
C  -5.801  -7.898  -2.950  -1.65
Br  -7.605  -8.375  -2.483  0.52
Br  -5.076  -9.076  -4.288  0.57
Br  -5.672  -6.057  -3.477  0.57
H  -5.204  -8.018  -2.057  -0.09
C  -9.190  11.374  -0.368  -1.66
Br  -9.207  9.885  0.846  0.56
Br  -9.049  13.051  0.564  0.56
Br  -7.814  11.189  -1.695  0.57
H  -10.138  11.375  -0.883  -0.03

## Properties
LUMO energy = 0.766 eV
gap between HOMO and LUMO = 4.98 eV
net charge = -1
relative energy (zero: lowest compared OMol25 entry of this formula, charge and spin) = 15.9 kcal/mol
max |F| = 1.44 eV Å⁻¹

# 3
Entry from the OMol25 dataset: a structure of composition C29H48Cl2N3O4SeSiTl at a distorted geometry (ωB97M-V with the def2-TZVPD basis set).

Each line ends with the Löwdin charge.
Atoms and positions in Å:
C  -0.078  -5.504  -2.113  -0.04
C  -0.979  -4.314  -2.275  -0.22
H  -0.545  -6.420  -2.491  0.06
H  0.172  -5.662  -1.051  0.09
H  0.864  -5.361  -2.666  0.09
C  -2.237  -4.394  -2.736  -0.13
C  -2.886  -5.663  -3.198  -0.13
H  -2.843  -3.495  -2.871  0.09
H  -2.814  -6.462  -2.444  0.07
H  -2.445  -6.040  -4.136  0.08
H  -3.950  -5.489  -3.395  0.06
Tl  -0.419  1.454  1.823  0.77
Cl  0.872  -1.778  2.093  0.34
C  -2.088  3.151  -0.779  -0.33
O  -2.104  2.878  0.440  -0.19
N  -3.215  3.342  -1.482  -0.18
C  -4.493  3.343  -0.786  -0.03
C  -3.184  3.788  -2.868  -0.05
H  -1.144  3.238  -1.354  0.07
H  -4.401  2.761  0.137  0.09
H  -5.261  2.906  -1.433  0.09
H  -4.801  4.369  -0.534  0.10
H  -2.231  3.482  -3.322  0.09
H  -3.281  4.882  -2.941  0.09
H  -4.015  3.330  -3.419  0.08
H  2.600  5.870  3.815  0.09
H  5.626  4.729  3.725  0.09
C  2.809  5.082  4.552  -0.04
C  5.049  3.990  4.302  -0.05
N  3.629  4.030  3.979  -0.20
H  1.858  4.662  4.895  0.10
C  3.090  3.187  3.070  -0.31
O  1.912  3.241  2.693  -0.11
H  5.435  2.990  4.066  0.09
H  3.818  2.432  2.698  0.15
H  3.365  5.506  5.392  0.09
H  5.183  4.206  5.368  0.09
H  -1.403  -3.797  1.739  0.08
H  -3.869  -3.959  -0.063  0.09
C  -2.289  -3.466  2.301  -0.04
C  -4.244  -3.351  0.779  -0.05
N  -3.145  -2.659  1.448  -0.18
H  -1.972  -2.882  3.168  0.08
C  -3.011  -1.312  1.420  -0.32
O  -2.176  -0.685  2.091  -0.18
H  -4.972  -2.617  0.400  0.09
H  -3.722  -0.802  0.742  0.13
H  -2.865  -4.341  2.608  0.08
H  -4.733  -4.029  1.494  0.09
O  0.104  -2.962  -0.552  -0.29
C  -0.318  -2.989  -1.880  -0.41
C  -2.350  -1.531  -1.562  -0.06
C  -1.130  -1.742  -2.195  -0.17
H  -2.642  -2.232  -0.773  0.09
C  -3.200  -0.507  -1.998  -0.08
H  0.583  -2.953  -2.528  0.13
C  -0.671  -0.834  -3.145  -0.06
H  -4.193  -0.401  -1.547  0.10
C  -2.781  0.340  -3.027  -0.12
C  -1.486  0.226  -3.543  -0.11
H  0.315  -1.000  -3.585  0.12
H  -3.478  1.066  -3.449  0.08
H  -1.122  0.945  -4.286  0.10
Si  2.408  -3.042  1.459  0.15
Cl  0.557  1.180  -0.524  0.06
C  2.240  -4.593  2.515  -0.22
C  3.927  -2.057  2.010  -0.25
C  2.522  -3.497  -0.334  -0.24
H  1.226  -5.009  2.474  0.02
H  2.484  -4.360  3.563  0.02
H  2.942  -5.362  2.170  0.03
H  1.365  -3.345  -0.622  -0.06
H  2.819  -4.541  -0.517  0.02
H  3.106  -2.823  -0.976  0.02
H  3.931  -1.051  1.568  0.01
H  4.861  -2.555  1.709  0.02
H  3.948  -1.940  3.106  0.02
Se  1.615  2.683  -2.317  0.88
C  2.395  4.014  -1.336  -0.68
C  3.790  4.249  -1.397  -0.11
C  4.375  5.191  -0.554  -0.07
C  3.591  5.921  0.357  -0.06
C  2.201  5.733  0.371  -0.07
C  1.602  4.801  -0.470  -0.11
H  4.388  3.670  -2.104  0.10
H  5.452  5.363  -0.606  0.11
H  4.058  6.631  1.047  0.11
H  1.574  6.314  1.047  0.11
H  0.526  4.633  -0.446  0.09

## Properties
LUMO energy = -2.759 eV
gap between HOMO and LUMO = 2.89 eV
net charge = 0
relative energy (zero: lowest compared OMol25 entry of this formula, charge and spin) = 0.0 kcal/mol
max |F| = 3.64 eV Å⁻¹

| no. | E_tot (eV) |
| --- | --- |
| 1 | -51894.038 |
| 2 | -2655193.451 |
| 3 | -146473.215 |